Computed, not measured: C24H27ClGdN4O5Si as an isolated structure in a non-equilibrium geometry, with wB97M-V/def2-TZVPD.

Geometry as XYZ:
```
63
Properties=species:S:1:pos:R:3:forces:R:3:mulliken_charge:R:1
Gd 0.22612 -0.80696 -1.32215 -0.01 1.73 1.67 1.109
C -3.21017 2.09862 -3.24619 0.27 0.21 0.05 -0.920
C -3.41747 3.09447 -2.28043 -0.17 0.12 -0.95 -0.437
C -2.83587 2.97925 -1.04967 0.36 -1.17 -0.04 -1.022
C -2.06460 1.83109 -0.79898 0.32 0.93 0.98 0.553
N -1.76026 0.93119 -1.73592 0.03 -0.04 0.65 0.261
C -2.33189 1.07788 -2.93843 -0.15 -0.03 0.72 -0.435
C -1.47134 1.72553 0.57479 0.05 -1.08 0.18 0.243
C -2.06419 2.38864 1.66573 0.98 -1.02 -1.13 -0.924
C -1.41425 2.37209 2.87356 -0.80 0.29 1.04 -1.114
C -0.27700 1.62976 3.00289 0.49 -0.36 -0.67 -1.031
C 0.19794 0.90196 1.89780 1.20 0.67 0.62 0.472
N -0.38012 0.91833 0.71781 -1.57 1.03 -0.87 0.903
C 1.53853 0.22562 1.94213 -1.56 0.30 0.78 0.694
C 2.42852 0.54927 2.94598 1.36 -0.95 -0.36 -0.930
C 3.61104 -0.18753 3.05737 -0.07 0.27 -0.32 -0.643
C 3.86167 -1.19454 2.12170 -0.27 0.56 1.09 -0.904
C 2.89115 -1.42020 1.19645 -1.08 -0.67 -1.78 -0.657
N 1.73229 -0.73997 1.07145 0.95 -0.64 -0.48 0.695
H -3.64515 2.12056 -4.23980 -0.02 0.18 0.21 0.426
H -3.97425 3.99929 -2.48969 -0.21 -0.20 -0.23 0.445
H -2.96928 3.73243 -0.29455 0.04 0.10 0.04 0.540
H -2.05807 0.28263 -3.58515 -0.08 -0.33 -1.04 0.655
H -3.04056 2.77412 1.58549 -0.79 0.79 -0.22 0.670
H -1.84883 2.89955 3.74094 0.33 -0.35 -0.56 0.394
H 0.23458 1.61543 3.93596 0.31 -0.15 0.46 0.599
H 2.23219 1.37785 3.56822 -0.08 0.61 0.71 0.583
H 4.34901 0.02347 3.82513 -0.20 0.09 -0.03 0.456
H 4.73425 -1.81648 2.17071 0.25 -0.08 -0.06 0.506
H 2.96858 -2.21757 0.45916 0.37 0.01 0.17 0.506
O 0.53602 -3.12666 -1.86350 0.12 0.38 -1.45 -0.662
Cl 0.13841 -3.05807 -3.34611 0.21 -2.53 0.89 1.695
O -0.22282 -1.65207 -3.51178 0.07 1.31 -0.32 -0.649
O 1.25370 -3.42790 -4.18200 -1.74 0.58 1.14 -0.530
O -1.05465 -3.84122 -3.49410 1.36 0.42 -0.31 -0.561
C 3.60535 2.61836 -0.61616 -0.73 1.18 -1.24 -1.144
Si 2.34125 2.17078 -1.99123 0.82 0.08 0.75 0.383
C 1.31437 3.76422 -2.01782 -0.34 -1.10 -0.23 -1.093
C 3.30033 1.85898 -3.57254 -1.19 0.69 0.48 -1.125
O 1.51666 0.76024 -1.66768 -0.32 -0.21 -0.10 -0.073
H 4.21087 3.49264 -0.99552 -0.81 -0.58 0.45 0.358
H 4.33314 1.88806 -0.39667 0.71 -1.15 0.45 0.399
H 3.04161 2.90713 0.27595 0.29 0.08 0.06 0.257
H 1.99107 4.56610 -2.29203 0.09 0.29 0.26 0.449
H 0.76330 3.96227 -1.08774 0.37 0.08 -0.16 0.241
H 0.58916 3.69540 -2.81744 -0.41 0.10 -0.30 0.308
H 3.60389 2.84222 -3.94147 0.16 -0.26 -0.33 0.319
H 2.66105 1.32070 -4.28621 0.47 0.18 0.01 0.283
H 4.15531 1.28843 -3.25763 0.48 -0.38 -0.25 0.326
C -3.00992 -5.35473 3.10222 -0.23 -0.11 -0.28 -1.292
C -2.34011 -4.39909 2.13940 0.15 0.06 0.79 0.843
C -3.04835 -3.80612 1.09739 0.51 0.14 -0.14 -0.897
C -2.48132 -2.77485 0.37583 0.14 0.89 -0.44 -0.278
N -1.29027 -2.16527 0.66692 -0.48 -1.71 0.05 0.123
C -0.59344 -2.79442 1.64047 -0.42 -0.54 0.27 0.019
C -1.04297 -3.94010 2.37534 0.06 2.14 -1.79 -0.946
H -3.32748 -4.72321 3.98104 0.10 -0.96 -0.79 0.275
H -2.28782 -6.11653 3.41946 -0.21 0.23 0.21 0.366
H -3.86956 -5.90240 2.62809 0.66 0.77 0.59 0.350
H -4.03120 -4.16692 0.83621 -0.09 0.03 -0.05 0.369
H -3.03867 -2.38009 -0.48713 0.31 -0.02 0.44 0.417
H 0.37544 -2.33287 1.84676 -0.36 -0.46 0.12 0.287
H -0.33491 -4.33882 3.06736 -0.04 -0.41 0.58 0.484
```
Forces are in eV/Å.

Properties
HOMO energy (spin up / spin down) (eV): -11.877 / -11.913
Spin multiplicity: 8
E_LUMO (spin up / spin down) (eV): -4.52 / -3.33
Total energy (a.u.): -3041.04838
Charge: +1
Energy above the lowest of the compared OMol25 structures with the same formula, charge and spin (eV): 0.640

=====

Computed, not measured: a 2-piece molecular cluster, C24H27N2 overall in a non-equilibrium geometry, with wB97M-V/def2-TZVPD.

Geometry as XYZ:
```
53
Properties=species:S:1:pos:R:3:forces:R:3:nbo_charge:R:1
C 2.02730 2.52600 -3.77248 0.60 0.15 -0.34 -0.649
C 0.99781 1.94974 -2.89635 -0.50 -1.46 0.95 0.142
C 0.99885 0.74782 -2.17940 0.18 0.90 -0.45 -0.305
C -0.23318 0.65948 -1.48845 -0.59 0.76 -0.49 -0.326
C -0.98714 1.78697 -1.83221 1.27 -0.84 0.12 0.143
C -2.36227 2.13785 -1.44844 -0.69 0.03 0.31 -0.651
N -0.21244 2.55473 -2.66911 -0.26 0.33 -0.12 -0.329
C -0.59605 3.84118 -3.24983 0.13 -0.05 -0.01 -0.411
H 2.86153 1.81567 -3.82017 -0.12 0.25 -0.06 0.235
H 1.66989 2.68826 -4.80174 0.11 0.04 0.31 0.226
H 2.41356 3.47656 -3.37338 -0.07 -0.16 -0.23 0.217
H 1.81846 0.03870 -2.15570 -0.13 0.13 -0.04 0.218
H -0.57818 -0.14207 -0.85095 -0.03 0.00 -0.23 0.208
H -2.76133 1.30570 -0.85191 0.00 0.28 -0.12 0.223
H -2.41012 3.05189 -0.83550 -0.11 -0.19 -0.22 0.216
H -3.02037 2.25267 -2.32363 0.13 0.06 0.29 0.229
H -1.61224 4.09749 -2.94159 0.22 -0.07 -0.05 0.221
H 0.08789 4.63063 -2.91016 -0.20 -0.18 -0.06 0.209
H -0.56075 3.80916 -4.34772 -0.03 -0.08 0.31 0.216
C -2.47534 0.14177 3.23316 -0.06 0.57 0.11 -0.686
C -1.78790 -0.88280 2.43215 -0.49 -1.16 -0.82 0.380
N -2.29850 -2.12340 2.23794 0.36 1.25 0.52 -0.288
C -3.62076 -2.54442 2.68264 -0.20 -0.08 0.24 -0.419
C -1.39941 -2.91583 1.50739 0.59 0.35 -0.79 0.115
C -0.27834 -2.10771 1.19904 -0.32 -0.71 0.22 -0.004
C 0.70902 -2.60648 0.36208 0.00 -0.48 -0.22 -0.205
C 0.57954 -3.90654 -0.14272 -0.18 0.25 0.15 -0.196
C -0.54122 -4.69611 0.17049 -0.09 0.33 0.33 -0.185
C -1.56126 -4.20013 1.00198 0.34 -0.05 -0.11 -0.218
C -0.52436 -0.78673 1.76994 0.47 0.12 -0.15 -0.220
C 0.22685 0.36619 1.55317 -0.28 -0.35 1.13 0.076
C 1.64479 0.42073 1.33561 1.01 0.24 -0.20 -0.090
C 2.54886 -0.59611 1.75315 -0.15 0.08 -0.26 -0.172
C 3.88275 -0.57421 1.34847 -0.24 -0.03 0.10 -0.222
C 4.35148 0.44996 0.51348 -0.50 0.16 0.02 -0.132
C 3.50674 1.52951 0.20503 0.33 -0.13 0.16 -0.230
C 2.20367 1.54945 0.68112 -0.37 -0.20 -0.12 -0.112
H -1.79657 0.99231 3.32797 -0.26 -0.01 0.13 0.246
H -3.39340 0.48727 2.73816 0.12 -0.13 0.12 0.257
H -2.73811 -0.20154 4.24478 0.10 -0.01 -0.33 0.259
H -3.80022 -3.56169 2.32440 0.00 0.30 0.16 0.236
H -3.68722 -2.52437 3.77851 0.08 -0.09 -0.28 0.229
H -4.39945 -1.88065 2.28165 0.31 -0.19 0.01 0.228
H 1.56444 -1.98180 0.12402 -0.14 -0.32 -0.17 0.234
H 1.36245 -4.30196 -0.79374 -0.32 0.09 0.22 0.233
H -0.61410 -5.70316 -0.24011 -0.04 0.29 0.15 0.235
H -2.44693 -4.78253 1.25450 0.31 0.00 -0.23 0.227
H -0.29765 1.32008 1.61836 0.15 -0.05 0.07 0.225
H 2.17878 -1.40426 2.38837 0.15 0.21 -0.26 0.232
H 4.55525 -1.37660 1.66291 -0.25 0.30 -0.10 0.235
H 5.36764 0.41020 0.11391 -0.33 0.07 0.21 0.234
H 3.87382 2.34867 -0.41869 -0.13 -0.24 0.32 0.236
H 1.56342 2.41442 0.49960 0.13 -0.29 -0.20 0.226
```
Forces are in eV/Å.

Properties
HOMO energy (eV): -9.962
E_LUMO (eV): -4.73
Total energy (a.u.): -1040.01458
Charge: +1
Energy above the lowest of the compared OMol25 structures with the same formula, charge and spin (eV): 0.000

=====

Computed, not measured: C24H27N2O2 as an isolated structure in a non-equilibrium geometry, with wB97M-V/def2-TZVPD.

Geometry as XYZ:
```
55
Properties=species:S:1:pos:R:3:forces:R:3:nbo_charge:R:1
C -4.82181 -2.55006 -6.16304 0.18 0.31 0.21 -0.261
O -4.53703 -1.31116 -5.47021 0.54 -0.16 0.33 -0.476
C -3.49376 -1.25138 -4.60319 0.07 -0.23 -0.09 0.376
C -3.32719 -0.05622 -3.86200 -0.18 -0.33 -0.34 -0.269
C -2.35117 0.04189 -2.89536 0.40 -0.46 0.29 -0.137
C -1.46930 -1.03905 -2.63244 -1.00 -0.40 -0.79 -0.128
C -0.50165 -0.98173 -1.56433 0.99 -0.36 -0.44 0.452
O 0.38235 -2.01877 -1.65867 -0.25 1.18 0.99 -0.446
C 1.49039 -2.06082 -0.83362 -0.45 -0.05 -0.27 0.397
C 1.66419 -1.11204 0.19310 -0.14 -0.34 -1.39 -0.216
C 2.89699 -1.15540 0.88352 0.04 -0.40 0.00 -0.163
C 3.80499 -2.16680 0.59864 0.17 0.41 0.48 -0.217
C 3.53785 -3.15620 -0.35152 -0.57 -0.11 -0.22 -0.159
C 2.36225 -3.10506 -1.08764 0.25 -0.27 0.19 -0.254
C 0.61134 -0.18225 0.42324 -1.56 -4.58 -5.92 -0.175
C -0.39559 -0.04465 -0.52472 1.07 -1.04 -1.05 -0.369
C -1.59894 -2.19841 -3.44643 0.06 0.29 0.41 -0.126
C -2.58084 -2.30900 -4.41096 -0.42 0.39 -0.14 -0.314
H -5.73396 -2.34487 -6.72426 0.18 -0.08 0.09 0.217
H -4.01375 -2.82267 -6.85476 -0.15 0.16 0.17 0.188
H -4.99239 -3.37111 -5.45448 0.03 0.24 -0.09 0.189
H -3.99397 0.77026 -4.07397 0.00 -0.05 0.07 0.241
H -2.24435 0.95242 -2.30486 -0.17 -0.17 -0.29 0.217
H 3.13062 -0.38577 1.62050 -0.03 -0.29 -0.13 0.220
H 4.73965 -2.20402 1.15144 -0.10 0.03 -0.13 0.230
H 4.22426 -3.98204 -0.51285 0.01 0.22 0.05 0.234
H 2.08638 -3.85815 -1.82391 0.23 0.21 0.07 0.236
H 1.14270 0.79760 1.33675 -1.15 1.00 2.87 0.310
H -1.11144 0.77514 -0.52428 -0.16 -0.18 0.37 0.211
H -0.94593 -3.05587 -3.30626 -0.03 0.29 0.08 0.230
H -2.65464 -3.20973 -5.01602 0.04 0.18 0.22 0.234
C 2.79629 2.47164 2.19970 0.40 0.00 0.06 -0.620
C 1.52158 3.11235 2.72288 -0.25 0.25 -0.33 0.135
C 1.79163 3.74246 4.08798 0.08 0.03 0.32 -0.622
C 1.03238 4.19352 1.77271 0.00 0.26 -0.13 -0.609
N 0.45127 2.08660 2.83671 -2.07 0.28 0.87 -0.327
C 0.33255 0.95405 2.09115 4.87 4.02 4.56 0.245
N -0.43515 0.11619 2.79613 -0.78 0.49 -0.19 -0.331
C -0.64466 -1.30581 2.63687 -0.06 -0.47 -0.34 -0.406
C -1.02188 0.81443 3.84233 0.21 -0.30 -0.06 -0.056
C -0.48556 2.04961 3.85138 0.49 0.67 0.46 -0.060
H 2.67385 2.06546 1.19203 0.09 -0.01 0.10 0.212
H 3.58394 3.23609 2.14452 -0.26 -0.16 0.00 0.237
H 3.14856 1.69734 2.89218 -0.08 0.01 -0.23 0.220
H 0.92539 4.31569 4.45533 0.36 -0.20 -0.10 0.217
H 2.08744 2.99488 4.84189 -0.16 0.23 -0.25 0.226
H 2.62738 4.44803 3.96970 -0.29 -0.21 0.06 0.237
H 0.13973 4.67598 2.19618 0.22 -0.06 -0.26 0.219
H 1.82611 4.94332 1.65587 -0.30 -0.09 -0.08 0.226
H 0.78912 3.76366 0.79245 0.04 0.18 0.18 0.216
H 0.25656 -1.80674 2.28620 -0.15 0.08 0.09 0.236
H -0.89569 -1.68640 3.61914 -0.06 -0.13 0.10 0.224
H -1.47042 -1.49782 1.95478 0.05 -0.07 -0.07 0.225
H -1.72585 0.33858 4.50868 0.05 0.10 -0.16 0.242
H -0.61079 2.87281 4.54580 -0.27 -0.32 -0.21 0.240
```
Forces are in eV/Å.

Properties
HOMO energy (eV): -8.786
E_LUMO (eV): -3.66
Total energy (a.u.): -1190.28916
Charge: +1
Energy above the lowest of the compared OMol25 structures with the same formula, charge and spin (eV): 7.062

=====

Computed, not measured: C24H27N3O2S in the gas phase, with wB97M-V/def2-TZVPD.

Geometry as XYZ:
```
57
Properties=species:S:1:pos:R:3:forces:R:3:nbo_charge:R:1
C -4.96211 -2.30145 0.78683 0.01 0.03 -0.03 -0.637
C -3.62309 -1.87639 0.26103 0.19 0.08 -0.11 0.027
C -3.47965 -0.74939 -0.53808 0.00 -0.01 -0.03 -0.078
C -2.19462 -0.39400 -0.98065 0.26 -0.63 0.37 0.263
C -1.06544 -1.15439 -0.62667 -0.51 -0.01 -0.01 -0.056
C -1.24237 -2.29155 0.16819 -0.07 0.19 -0.11 -0.184
C -2.49716 -2.63718 0.59844 0.06 -0.07 0.06 -0.228
H -2.62678 -3.51124 1.21938 -0.02 -0.09 0.06 0.209
H -0.37816 -2.87587 0.44427 0.12 -0.08 0.04 0.217
C 0.22070 -0.69943 -1.03744 0.06 0.37 -0.41 -0.137
C 0.37543 0.44388 -1.74303 0.07 -0.41 -0.06 -0.140
C -0.78552 1.23188 -2.13711 -0.11 -0.26 0.04 0.634
O -0.72820 2.29888 -2.73595 0.08 0.34 -0.08 -0.662
N -1.99741 0.72046 -1.75406 -0.32 0.16 -0.18 -0.583
H -2.79765 1.29376 -1.98936 0.19 0.01 0.02 0.420
C 1.73104 1.03370 -2.04335 -0.25 0.14 -0.27 -0.254
N 2.51735 1.20743 -0.82878 -0.35 0.19 0.23 -0.416
C 1.94050 1.68974 0.29665 0.41 0.13 0.11 0.316
N 0.72827 2.31413 0.12446 0.25 0.37 -0.68 -0.656
C -0.43740 2.11390 0.85528 -0.30 -0.03 0.40 0.251
C -0.57137 1.08132 1.77904 0.08 -0.04 -0.03 -0.277
C -1.78356 0.86925 2.40627 -0.05 0.03 -0.01 -0.182
C -2.87372 1.67513 2.12713 -0.16 -0.01 0.06 -0.251
C -2.74139 2.70777 1.21300 -0.08 -0.02 0.00 -0.212
C -1.53559 2.92684 0.57717 0.19 0.04 0.01 -0.270
H -1.43765 3.71866 -0.15189 0.02 0.09 -0.08 0.219
H -3.58411 3.34739 0.99070 -0.05 0.06 -0.02 0.213
H -3.81971 1.50080 2.61747 -0.09 -0.01 0.06 0.211
H -1.87804 0.05729 3.11161 0.00 -0.09 0.07 0.214
H 0.26838 0.44091 1.99516 0.05 -0.03 0.01 0.237
H 0.59331 2.81757 -0.74414 -0.02 -0.16 -0.04 0.412
S 2.66535 1.64040 1.78065 0.14 0.01 0.67 -0.229
C 3.87794 0.73311 -0.82183 0.29 -0.37 0.08 -0.259
H 4.32510 1.07891 0.11258 0.04 0.00 -0.21 0.250
H 4.41663 1.17298 -1.66809 0.01 -0.02 0.02 0.201
C 4.00416 -0.80776 -0.90512 0.19 0.34 -0.34 0.093
C 5.41824 -1.25074 -0.51530 -0.25 -0.05 -0.08 -0.423
H 5.63011 -2.22525 -0.95621 0.02 0.04 -0.05 0.213
C 5.31032 -1.36176 1.00789 -0.15 0.03 -0.01 -0.441
H 5.59720 -0.42589 1.48533 0.02 0.02 0.04 0.215
C 3.81691 -1.63938 1.24304 0.05 -0.21 0.59 -0.082
H 3.62778 -2.66563 1.57131 0.05 0.06 -0.02 0.176
H 3.39380 -0.94647 1.97797 0.07 -0.13 -0.12 0.205
O 3.15170 -1.47300 -0.00349 -0.16 0.05 -0.11 -0.544
H 5.93670 -2.15672 1.40600 0.05 0.02 0.03 0.219
H 6.17828 -0.54296 -0.83738 0.09 0.02 -0.05 0.216
H 3.71892 -1.14731 -1.90755 0.06 0.02 0.08 0.184
H 1.58800 1.99156 -2.56266 0.07 -0.23 -0.01 0.233
H 2.29252 0.37283 -2.70574 -0.01 0.09 0.02 0.223
H 1.08769 -1.25987 -0.71564 0.13 -0.02 0.06 0.251
C -4.64337 0.11741 -0.92884 0.14 -0.12 0.06 -0.651
H -4.73134 0.17697 -2.01427 -0.08 0.06 -0.09 0.217
H -5.57662 -0.27249 -0.53981 -0.09 0.03 -0.01 0.230
H -4.50804 1.12494 -0.53400 -0.06 0.13 0.00 0.226
H -5.65217 -2.51363 -0.02885 -0.12 -0.01 0.00 0.220
H -5.39711 -1.52013 1.40853 -0.12 0.02 0.05 0.220
H -4.86298 -3.19998 1.38995 -0.03 -0.04 0.04 0.219
```
Forces are in eV/Å.

Properties
HOMO energy (eV): -7.762
E_LUMO (eV): 0.23
Total energy (a.u.): -1643.73642
SMILES: Cc1ccc2cc(CN(C[C@H]3CCCO3)C(=S)Nc3ccccc3)c(=O)[nH]c2c1C
Charge: 0
Energy above the lowest of the compared OMol25 structures with the same formula, charge and spin (eV): 0.265